# 1
Here is a molecular structure, C29H22Cl2CrNO3PS in a non-equilibrium geometry from OMol25. Energies are from ωB97M-V/def2-TZVPD.

Atoms and positions in Å:
Cr -2.278 -0.853 -0.287
C -1.278 -3.788 1.214
C -2.638 -3.429 1.258
C -3.049 -3.117 -0.055
C -1.927 -3.285 -0.913
C -0.837 -3.697 -0.111
H -0.656 -4.014 2.072
H -3.238 -3.311 2.151
H -4.060 -2.895 -0.374
H -1.922 -3.131 -1.982
H 0.172 -3.869 -0.465
O -2.296 1.442 -3.617
S -1.694 0.330 -2.918
O -0.678 -0.374 -3.675
O -2.715 -0.561 -2.313
C -0.890 1.040 -1.464
C -1.499 2.223 -1.038
C -0.935 3.000 -0.048
C 0.291 2.627 0.484
C 0.929 1.493 0.034
C 0.359 0.672 -0.951
P 1.203 -0.914 -1.423
C 2.671 -0.142 -2.245
C 2.573 0.021 -3.630
C 3.596 0.624 -4.351
C 4.741 1.064 -3.705
C 4.851 0.908 -2.330
C 3.824 0.316 -1.606
C 1.916 -1.418 0.201
C 3.077 -2.192 0.221
C 3.564 -2.730 1.405
C 2.884 -2.514 2.596
C 1.713 -1.771 2.583
C 1.227 -1.234 1.399
H -2.444 2.503 -1.479
H -1.457 3.877 0.314
H 0.742 3.217 1.274
H 1.876 1.207 0.471
H 1.670 -0.311 -4.131
H 3.494 0.751 -5.423
H 5.542 1.529 -4.268
H 5.739 1.256 -1.815
H 3.920 0.208 -0.535
H 3.612 -2.380 -0.704
H 4.473 -3.322 1.391
H 3.256 -2.937 3.522
H 1.145 -1.611 3.492
H 0.295 -0.678 1.444
Cl -0.874 0.937 3.727
C -2.232 1.838 3.081
C -2.594 3.001 3.709
C -3.645 3.784 3.213
C -4.307 3.330 2.073
C -3.939 2.163 1.447
Cl -4.855 1.662 0.034
C -2.843 1.298 1.860
N -2.454 0.242 1.235
H -2.046 3.306 4.593
H -3.937 4.706 3.700
H -5.137 3.897 1.661

As for the charge: -2. The energy above the lowest of the compared OMol25 structures with the same formula, charge and spin comes out at 0.0 kcal per mole. As for the spin multiplicity: 5. The value obtained for the LUMO energy (spin up / spin down) is 0.1627 / 0.1627 Eh. For the energy, the calculation gives -111653.5347 eV. The expectation value of S² is 6.07.



# 2
Here is a molecular structure, C29H27F2N5O10PRuS3 from OMol25. Energies are from ωB97M-V/def2-TZVPD.

Atoms and positions in Å:
Ru 0.020 -0.468 -0.184
F 0.352 -5.604 1.415
C -0.096 -4.714 0.513
C 0.180 -3.373 0.703
C -0.293 -2.460 -0.227
C -1.026 -2.891 -1.347
C -1.276 -4.253 -1.470
F -1.997 -4.724 -2.509
C -0.824 -5.185 -0.561
C -1.479 -1.846 -2.271
C -2.085 -2.051 -3.509
C -2.439 -0.962 -4.282
C -2.198 0.319 -3.811
C -1.591 0.460 -2.580
N -1.236 -0.589 -1.835
H 0.744 -3.072 1.576
H -1.034 -6.237 -0.687
H -2.263 -3.053 -3.859
H -2.901 -1.115 -5.248
H -2.462 1.198 -4.382
H -1.379 1.427 -2.150
O 5.649 -1.879 0.345
C 5.169 -1.550 1.532
O 5.844 -1.550 2.530
C 3.741 -1.124 1.596
C 3.138 -0.659 2.748
N 1.868 -0.350 2.441
N 1.609 -0.592 1.162
C 2.725 -1.062 0.622
C 2.673 -1.345 -0.844
O 3.648 -1.809 -1.424
O 1.547 -1.063 -1.404
H 4.973 -1.786 -0.382
H 3.548 -0.516 3.732
H 1.153 0.103 2.999
O 0.872 3.041 4.080
S -0.425 2.561 3.684
O -1.178 1.839 4.687
N -0.330 1.698 2.317
C -1.034 2.253 1.329
O -1.145 1.781 0.179
C -1.717 3.534 1.722
C -2.535 4.346 0.958
C -3.039 5.502 1.542
C -2.732 5.831 2.860
C -1.921 5.007 3.632
C -1.433 3.865 3.032
H -2.775 4.077 -0.062
H -3.680 6.158 0.968
H -3.133 6.740 3.290
H -1.683 5.250 4.659
S -2.119 -0.719 1.098
C -2.112 -0.929 2.750
N -3.181 -0.672 3.502
C -2.998 -0.665 4.951
C -1.804 -1.577 5.221
S -0.805 -1.555 3.700
H -3.943 -0.167 3.075
H -3.896 -1.040 5.440
H -2.786 0.350 5.281
H -2.107 -2.606 5.407
H -1.204 -1.213 6.050
C 2.971 1.014 -2.955
O 2.844 1.477 -1.603
P 1.414 1.859 -0.966
O 1.856 3.028 0.045
C 2.611 2.761 1.233
O 0.826 2.788 -2.153
C -0.079 3.870 -1.938
H 2.923 1.862 -3.635
H 2.190 0.292 -3.196
H 3.938 0.523 -3.026
H 2.806 3.723 1.699
H 3.555 2.277 0.978
H 2.030 2.157 1.923
H -0.115 4.434 -2.867
H 0.277 4.515 -1.135
H -1.072 3.500 -1.686

The energy above the lowest of the compared OMol25 structures with the same formula, charge and spin comes out at 2.8 kcal per mole. As for the spin multiplicity: 2. The value obtained for the LUMO energy (spin up / spin down) is -0.0007 / -0.0264 Eh. For the energy, the calculation gives -108251.8088 eV. The expectation value of S² is 0.76.



Among the records above, which one has the highest energy? C29H27F2N5O10PRuS3



What is the formula in the second record? C29H27F2N5O10PRuS3